Entry 1:
Density functional theory data (ωB97M-V with the def2-TZVPD basis set) for 3 unconnected molecules or ions with the total composition C12H22ClN4 at a distorted geometry.

**Relative energy (zero: lowest compared OMol25 entry of this formula, charge and spin)**: 0.751 eV
**Charge**: +1
**LUMO energy**: -0.0798 hartree
**E_HOMO**: -9.1 eV
**Largest force on an atom**: 0.036 hartree/bohr
**DFT total energy**: -31277.341 eV

Element x y z (Å)
C: 3.485 -3.192 7.128
C: 3.092 -3.963 5.868
N: 2.690 -3.061 4.779
C: 1.408 -2.586 4.561
C: 1.497 -1.687 3.555
N: 2.789 -1.718 3.061
C: 3.480 -2.530 3.839
C: 3.301 -0.853 2.016
H: 2.667 -2.475 7.284
H: 4.359 -2.544 7.117
H: 3.452 -3.798 8.031
H: 2.211 -4.543 6.125
H: 3.935 -4.565 5.539
H: 0.488 -2.931 4.999
H: 0.785 -1.080 3.029
H: 4.540 -2.721 3.809
H: 3.602 0.119 2.403
H: 2.567 -0.606 1.247
H: 4.143 -1.328 1.517
C: -1.705 1.892 -2.157
C: -3.143 1.736 -2.622
N: -3.205 1.966 -4.094
C: -3.113 1.006 -5.093
C: -3.084 1.706 -6.242
N: -3.135 3.044 -5.974
C: -3.280 3.172 -4.646
C: -3.145 4.083 -6.994
H: -1.508 1.624 -1.123
H: -1.333 2.923 -2.175
H: -1.100 1.365 -2.896
H: -3.854 2.426 -2.173
H: -3.485 0.718 -2.455
H: -3.118 -0.058 -4.944
H: -3.180 1.325 -7.246
H: -3.446 4.031 -4.017
H: -2.211 4.166 -7.548
H: -3.450 5.035 -6.575
H: -3.849 3.740 -7.755
Cl: -0.146 0.161 0.825



Entry 2:
Density functional theory data (ωB97M-V with the def2-TZVPD basis set) for a molecular structure, C12H22ClNa2O16 at a distorted geometry.

**Charge**: +1
**LUMO energy**: -0.1636 hartree
**E_HOMO**: -12.5 eV
**Largest force on an atom**: 0.032 hartree/bohr
**DFT total energy**: -66905.009 eV

Element x y z (Å)
Na: 5.273 1.345 0.443
Na: 2.743 5.024 2.829
Cl: 1.967 2.206 1.026
O: 3.287 2.860 0.838
O: 1.059 2.654 0.035
O: 2.188 0.790 0.978
O: 1.509 2.603 2.347
C: 0.934 -1.349 -1.835
C: 0.580 -2.856 -1.936
O: 1.188 -3.214 -3.176
C: 2.015 -2.255 -3.611
O: 2.627 -2.248 -4.622
O: 2.071 -1.251 -2.687
H: 1.288 -1.083 -0.837
H: 0.121 -0.657 -2.056
H: -0.493 -2.995 -1.995
H: 1.017 -3.347 -1.068
C: -4.812 -2.693 -2.346
O: -4.362 -1.397 -1.945
C: -3.253 -1.346 -1.234
O: -2.507 -2.274 -1.015
O: -3.106 -0.119 -0.752
C: -1.999 0.125 0.075
H: -5.858 -2.572 -2.613
H: -4.697 -3.434 -1.561
H: -4.281 -2.999 -3.247
H: -1.097 -0.377 -0.278
H: -2.092 -0.227 1.107
H: -1.791 1.190 0.126
C: -6.076 5.184 1.561
O: -4.781 4.635 1.297
C: -4.189 3.988 2.285
O: -4.566 3.932 3.421
O: -3.073 3.421 1.817
C: -2.405 2.539 2.690
H: -6.674 4.430 2.071
H: -6.538 5.338 0.590
H: -5.981 6.109 2.120
H: -1.368 2.397 2.384
H: -2.871 1.556 2.719
H: -2.321 2.967 3.690
C: 6.536 -2.514 -1.658
O: 5.670 -3.023 -0.634
C: 5.043 -2.174 0.143
O: 5.166 -0.959 0.071
O: 4.269 -2.828 0.975
C: 3.704 -2.117 2.064
H: 6.158 -1.603 -2.114
H: 6.640 -3.308 -2.386
H: 7.495 -2.278 -1.195
H: 4.432 -1.909 2.852
H: 2.917 -2.733 2.484
H: 3.292 -1.154 1.761



Entry 3:
Density functional theory data (ωB97M-V with the def2-TZVPD basis set) for a molecular structure, C12H22CoO7S at a distorted geometry.

**Relative energy (zero: lowest compared OMol25 entry of this formula, charge and spin)**: 0.000 eV
**2S+1**: 5
**<S²>**: 6.008
**Charge**: +1
**LUMO energy (alpha / beta)**: -0.1080 / -0.1517 hartree
**E_HOMO (alpha / beta)**: -12.3 / -12.3 eV
**Largest force on an atom**: 0.052 hartree/bohr
**DFT total energy**: -75587.651 eV

Element x y z (Å)
Co: -0.512 1.235 -0.305
O: 0.160 2.159 3.638
C: -0.095 2.101 2.327
O: -0.873 1.354 1.807
C: 0.798 3.025 1.525
O: 0.336 3.238 0.229
C: 1.313 3.516 -0.810
C: 1.740 2.265 -1.645
O: 2.636 2.414 -2.416
O: 1.102 1.169 -1.338
H: -0.568 1.638 4.116
H: 1.847 2.651 1.625
H: 0.833 4.007 2.021
H: 2.194 3.987 -0.355
H: 0.899 4.218 -1.434
C: -2.594 -3.182 0.592
C: -1.944 -3.441 -0.765
C: -0.391 -3.263 -0.633
S: 0.149 -1.593 -1.088
O: -0.343 -0.674 0.035
C: 1.971 -1.745 -0.841
C: 2.471 -1.655 0.604
C: 3.987 -1.969 0.744
H: -3.555 -3.753 0.804
H: -2.705 -2.151 0.931
H: -1.983 -3.746 1.342
H: -2.272 -2.845 -1.594
H: -2.176 -4.524 -1.036
H: 0.164 -3.912 -1.368
H: -0.072 -3.293 0.430
H: 2.356 -0.877 -1.459
H: 2.137 -2.682 -1.311
H: 1.865 -2.149 1.347
H: 2.419 -0.571 0.911
H: 4.412 -2.617 -0.048
H: 4.146 -2.453 1.682
H: 4.630 -1.103 0.644
C: -4.484 2.623 -1.558
C: -3.087 2.812 -1.152
O: -2.257 1.957 -0.989
H: -4.721 1.646 -2.018
H: -4.718 3.309 -2.430
H: -5.213 2.873 -0.761



Entry 4:
Density functional theory data (ωB97M-V with the def2-TZVPD basis set) for a molecular structure, C12H22MnN2O4 at a distorted geometry.

**Relative energy (zero: lowest compared OMol25 entry of this formula, charge and spin)**: 0.000 eV
**2S+1**: 4
**<S²>**: 3.927
**Charge**: +4
**LUMO energy (alpha / beta)**: -0.6066 / -0.6399 hartree
**E_HOMO (alpha / beta)**: -24.6 / -25.7 eV
**Largest force on an atom**: 0.023 hartree/bohr
**DFT total energy**: -55242.546 eV

Element x y z (Å)
Mn: 0.011 -0.165 -0.240
C: 2.261 1.357 -1.150
C: 1.038 1.997 -1.773
O: -0.120 1.613 -0.912
C: -1.465 1.941 -1.479
C: -2.473 1.107 -0.718
O: -1.868 -0.239 -0.483
C: -2.326 -1.438 -1.239
C: -1.430 -2.574 -0.766
O: -0.025 -2.069 -0.571
C: 0.652 -1.645 -1.790
C: 2.070 -1.211 -1.443
O: 1.891 0.007 -0.612
H: 2.632 1.905 -0.289
H: 3.068 1.233 -1.871
H: 0.821 1.643 -2.782
H: 1.120 3.083 -1.776
H: -1.424 1.708 -2.544
H: -1.643 3.007 -1.338
H: -3.399 0.987 -1.281
H: -2.698 1.500 0.271
H: -2.251 -1.221 -2.304
H: -3.367 -1.636 -0.981
H: -1.392 -3.394 -1.483
H: -1.696 -2.966 0.212
H: 0.074 -0.729 -2.160
H: 0.574 -2.380 -2.596
H: 2.665 -1.001 -2.332
H: 2.579 -1.954 -0.830
C: 2.253 0.666 2.618
C: 0.870 0.236 2.790
N: -0.077 -0.077 1.844
C: -1.190 -0.428 2.508
C: -0.953 -0.323 3.928
N: 0.303 0.082 4.033
H: 2.596 0.555 1.597
H: 2.907 0.093 3.288
H: 2.345 1.716 2.938
H: -2.117 -0.718 2.037
H: -1.612 -0.520 4.769
H: 0.795 0.253 4.914



Entry 5:
Density functional theory data (ωB97M-V with the def2-TZVPD basis set) for 2 unconnected molecules or ions with the total composition C12H22O7S.

**Relative energy (zero: lowest compared OMol25 entry of this formula, charge and spin)**: 0.000 eV
**Charge**: 0
**LUMO energy**: 0.0189 hartree
**E_HOMO**: -10.4 eV
**Largest force on an atom**: 0.003 hartree/bohr
**SMILES string**: CC[C@H]1[C@@H](CCCO)CCOS1(=O)=O.O=C1OCCO1
**DFT total energy**: -37968.303 eV

Element x y z (Å)
C: 3.972 -2.314 0.152
C: 2.572 -2.154 0.737
C: 1.439 -1.569 -0.133
C: 0.390 -0.782 0.697
C: -0.299 -1.657 1.761
C: -1.801 -1.802 1.510
C: -2.149 -2.410 0.149
O: -3.239 -1.702 -0.445
C: 1.008 0.494 1.281
C: 1.509 1.415 0.187
O: 2.498 0.739 -0.650
S: 1.927 -0.490 -1.469
O: 0.726 -0.091 -2.147
O: 3.022 -1.008 -2.223
H: 4.387 -1.369 -0.195
H: 3.983 -3.005 -0.691
H: 4.630 -2.709 0.928
H: 2.223 -3.143 1.044
H: 2.643 -1.571 1.657
H: 0.939 -2.388 -0.659
H: -0.375 -0.443 -0.008
H: -0.159 -1.198 2.744
H: 0.167 -2.644 1.826
H: -2.273 -0.817 1.560
H: -2.243 -2.403 2.308
H: -2.433 -3.461 0.269
H: -1.284 -2.383 -0.519
H: -3.043 -1.566 -1.376
H: 1.814 0.262 1.982
H: 0.245 1.044 1.837
H: 2.011 2.300 0.566
H: 0.691 1.731 -0.454
C: -2.880 4.467 -1.591
C: -2.625 2.993 -1.858
O: -1.478 2.736 -1.042
C: -1.420 3.665 -0.062
O: -0.673 3.614 0.864
O: -2.325 4.641 -0.280
H: -3.930 4.741 -1.568
H: -2.339 5.114 -2.284
H: -3.444 2.360 -1.514
H: -2.382 2.760 -2.891



Entry 6:
Density functional theory data (ωB97M-V with the def2-TZVPD basis set) for C12H23B in the gas phase at a distorted geometry.

**Relative energy (zero: lowest compared OMol25 entry of this formula, charge and spin)**: 2.384 eV
**Charge**: 0
**LUMO energy**: 0.0313 hartree
**E_HOMO**: -8.6 eV
**Largest force on an atom**: 0.089 hartree/bohr
**SMILES string**: CC(C)B[C@H](C)CCC1=CCCC1
**DFT total energy**: -13489.658 eV

Element x y z (Å)
B: -1.494 -1.770 0.046
C: 2.435 1.193 -0.263
C: 2.459 -0.212 0.409
C: 1.867 2.267 0.606
C: 2.731 1.645 -1.463
C: 1.766 3.505 -0.286
C: 2.531 3.155 -1.574
C: 1.268 -1.062 -0.153
C: -0.741 0.147 -1.089
C: -4.082 -2.491 0.317
C: -2.263 -2.332 2.136
C: -0.237 -0.658 0.123
C: -2.843 -1.712 0.843
H: 3.415 -0.584 0.189
H: 0.981 1.897 0.892
H: 2.509 2.229 1.412
H: -1.178 -2.767 -0.638
H: 3.099 1.073 -2.310
H: 0.720 3.631 -0.563
H: 2.317 4.339 0.059
H: 3.481 3.524 -1.758
H: 2.073 3.330 -2.574
H: 1.387 -1.109 -1.188
H: 1.322 -2.167 0.029
H: 2.353 0.177 1.451
H: -1.416 -0.383 -1.652
H: -1.388 0.939 -0.801
H: 0.076 0.533 -1.822
H: -4.648 -2.057 -0.519
H: -4.852 -2.593 1.044
H: -3.841 -3.340 -0.159
H: -1.965 -3.283 2.014
H: -1.388 -1.894 2.391
H: -3.092 -2.308 2.873
H: -0.283 -0.161 1.018
H: -3.076 -0.697 0.959



Q: What is the largest force on an atom in the first record?
A: 0.036 hartree/bohr



Q: Among the records above, which one has the lowest largest force on an atom?
A: C12H22O7S



Repeat the third record exactly.
Density functional theory data (ωB97M-V with the def2-TZVPD basis set) for a molecular structure, C12H22CoO7S at a distorted geometry.

**Relative energy (zero: lowest compared OMol25 entry of this formula, charge and spin)**: 0.000 eV
**2S+1**: 5
**<S²>**: 6.008
**Charge**: +1
**LUMO energy (alpha / beta)**: -0.1080 / -0.1517 hartree
**E_HOMO (alpha / beta)**: -12.3 / -12.3 eV
**Largest force on an atom**: 0.052 hartree/bohr
**DFT total energy**: -75587.651 eV

Element x y z (Å)
Co: -0.512 1.235 -0.305
O: 0.160 2.159 3.638
C: -0.095 2.101 2.327
O: -0.873 1.354 1.807
C: 0.798 3.025 1.525
O: 0.336 3.238 0.229
C: 1.313 3.516 -0.810
C: 1.740 2.265 -1.645
O: 2.636 2.414 -2.416
O: 1.102 1.169 -1.338
H: -0.568 1.638 4.116
H: 1.847 2.651 1.625
H: 0.833 4.007 2.021
H: 2.194 3.987 -0.355
H: 0.899 4.218 -1.434
C: -2.594 -3.182 0.592
C: -1.944 -3.441 -0.765
C: -0.391 -3.263 -0.633
S: 0.149 -1.593 -1.088
O: -0.343 -0.674 0.035
C: 1.971 -1.745 -0.841
C: 2.471 -1.655 0.604
C: 3.987 -1.969 0.744
H: -3.555 -3.753 0.804
H: -2.705 -2.151 0.931
H: -1.983 -3.746 1.342
H: -2.272 -2.845 -1.594
H: -2.176 -4.524 -1.036
H: 0.164 -3.912 -1.368
H: -0.072 -3.293 0.430
H: 2.356 -0.877 -1.459
H: 2.137 -2.682 -1.311
H: 1.865 -2.149 1.347
H: 2.419 -0.571 0.911
H: 4.412 -2.617 -0.048
H: 4.146 -2.453 1.682
H: 4.630 -1.103 0.644
C: -4.484 2.623 -1.558
C: -3.087 2.812 -1.152
O: -2.257 1.957 -0.989
H: -4.721 1.646 -2.018
H: -4.718 3.309 -2.430
H: -5.213 2.873 -0.761



Q: What is the formula in the first record?
A: C12H22ClN4